No. 1
63
Properties=species:S:1:pos:R:3:mulliken_charge:R:1 method="wB97M-V/def2-TZVPD" multiplicity=1 lumo_energy_ev=-8.32 total_charge=0 orbital_gap_ev=1.27
S -6.724 -2.430 -4.299 1.09
S 1.405 1.056 -3.588 1.00
S -1.203 2.723 7.533 0.99
S 6.156 0.429 2.811 1.06
S 0.846 -1.557 -4.081 1.01
S -1.062 4.991 6.224 1.05
Al -2.124 -0.558 2.045 0.99
F -3.636 3.938 7.837 -0.21
F -3.664 1.892 8.413 -0.20
F -1.468 7.311 4.909 -0.19
F -1.572 5.516 3.529 -0.20
F 3.399 -2.329 -3.585 -0.21
F -2.803 3.346 9.762 -0.22
F -0.637 1.073 -5.378 -0.20
F -3.237 6.027 4.756 -0.21
F 2.167 -2.325 -1.768 -0.25
F -0.192 3.033 -4.403 -0.20
F 0.950 2.321 -6.037 -0.22
F 2.004 -3.909 -3.222 -0.21
O 6.945 -1.000 2.243 -0.32
O -4.508 -3.481 5.531 -0.38
O -8.002 -1.861 -4.617 -0.58
O -5.662 -1.987 -5.466 -0.33
O -6.111 -2.206 -3.012 -0.59
O -1.650 5.600 7.460 -0.49
O -1.134 1.293 7.273 -0.62
O 0.344 5.253 6.081 -0.50
O -0.218 -2.521 -4.231 -0.61
O 6.602 0.588 4.233 -0.59
O 1.382 -1.178 -5.367 -0.53
O 2.772 0.887 -4.090 -0.53
O 1.351 2.013 -2.446 -0.66
O 4.740 0.295 2.470 -0.55
O -0.127 3.298 8.363 -0.51
N -1.516 3.503 5.974 -0.35
N 0.563 -0.446 -3.016 -0.41
C -2.953 2.978 8.473 0.73
C 8.191 -1.267 2.774 -0.15
C -1.881 6.021 4.727 0.60
C -6.773 -4.224 -4.767 -0.85
C 0.271 1.920 -4.983 0.71
C 2.188 -2.605 -3.119 0.67
C 6.999 1.559 1.563 -0.83
C -6.111 -2.041 -6.842 -0.32
C -5.296 -3.046 -7.664 -0.96
C 8.894 -2.214 1.821 -1.23
H 6.520 2.523 1.391 0.39
H 8.854 -0.405 2.839 0.33
H -5.823 -4.711 -4.543 0.31
H 6.884 0.937 0.675 0.31
H -7.143 -2.391 -6.846 0.36
H 9.112 -1.701 0.885 0.30
H -4.606 -4.319 6.024 0.33
H -5.955 -1.091 -7.354 0.36
H -5.175 -2.719 -8.697 0.36
H -7.534 -4.683 -4.136 0.36
H 7.940 -1.686 3.748 0.30
H -4.262 -3.112 -7.324 0.27
H 9.880 -2.519 2.171 0.38
H -5.729 -4.036 -7.518 0.23
H 8.262 -3.100 1.768 0.31
H 8.041 1.651 1.869 0.29
H -7.174 -4.317 -5.776 0.27



No. 2
30
Properties=species:S:1:pos:R:3:mulliken_charge:R:1 method="wB97M-V/def2-TZVPD" multiplicity=1 lumo_energy_ev=-5.33 total_charge=+1 orbital_gap_ev=6.30
Br 1.069 1.925 1.677 0.02
S 1.048 2.781 -0.325 0.24
P -0.736 2.031 -1.357 0.11
C 1.426 -2.801 1.434 -0.58
C 1.197 -4.165 1.542 -0.33
C -1.491 2.012 -3.907 -1.20
C 0.548 4.493 -0.051 -0.84
C -0.279 -3.769 3.400 -0.34
C -0.052 -2.405 3.292 -0.52
C -0.897 0.272 -0.831 -0.66
C -0.184 1.909 -3.112 -0.44
C 0.799 -1.923 2.307 0.30
C 0.343 -4.648 2.524 -0.44
H -0.632 -0.395 -1.642 0.35
H 0.502 2.715 -3.347 0.43
H 0.164 -5.712 2.608 0.37
H -0.320 0.063 0.061 0.08
H -0.939 -4.148 4.168 0.37
H 2.097 -2.425 0.672 0.36
H -0.016 4.546 0.870 0.38
H -2.234 1.366 -3.448 0.35
H -0.119 4.748 -0.866 0.38
H -1.331 1.731 -4.938 0.35
H -1.951 0.140 -0.624 0.34
H 0.975 -0.859 2.217 0.09
H 1.434 5.109 -0.047 0.35
H 1.685 -4.852 0.864 0.38
H -1.875 3.022 -3.823 0.37
H 0.306 0.959 -3.293 0.36
H -0.538 -1.720 3.975 0.35



No. 3
33
Properties=species:S:1:pos:R:3:mulliken_charge:R:1 method="wB97M-V/def2-TZVPD" multiplicity=1 lumo_energy_ev="4.65 / 4.72" total_charge=-2 orbital_gap_ev="4.70 / 4.78"
Ce 0.041 0.718 2.374 1.40
Cl 0.032 3.168 1.814 -0.35
Cl -2.449 0.039 2.478 -0.49
F 0.256 0.069 4.296 -0.53
O 1.760 -0.516 2.014 -0.64
O 2.895 4.111 1.269 -1.03
C 1.836 1.089 -1.119 -1.52
C -1.535 -0.414 -0.631 0.63
C -0.712 0.706 -0.903 0.42
C -1.197 -2.922 -0.163 -1.64
C 0.631 -1.147 -0.571 0.72
C 0.639 0.272 -0.857 0.38
C -3.022 -0.406 -0.616 -1.52
C -1.211 2.057 -1.243 -1.55
C 1.803 -2.028 -0.515 -1.79
C -0.711 -1.551 -0.420 0.49
H 1.694 2.132 -0.795 0.38
H -1.598 -3.364 -1.082 0.24
H 2.709 -1.480 -0.245 0.38
H -3.421 -1.168 0.079 0.33
H 2.071 1.097 -2.198 0.21
H -3.444 -0.607 -1.620 0.31
H 2.715 0.684 -0.592 0.29
H -0.385 -3.563 0.184 0.39
H -3.405 0.577 -0.285 0.30
H -1.999 -2.922 0.586 0.31
H 2.580 -0.720 2.504 0.18
H 3.845 4.174 1.532 0.07
H 1.653 -2.843 0.206 0.37
H -1.600 2.102 -2.269 0.26
H 1.971 -2.486 -1.503 0.28
H -0.417 2.799 -1.145 0.39
H -2.026 2.343 -0.564 0.35



No. 4
39
Properties=species:S:1:pos:R:3:mulliken_charge:R:1 method="wB97M-V/def2-TZVPD" multiplicity=1 lumo_energy_ev=-5.46 total_charge=+1 orbital_gap_ev=7.19
Cl 3.326 -5.149 -1.259 -0.20
Cl 3.293 3.298 -0.822 -0.18
Cl -0.007 -4.441 -3.834 -0.20
Cl 1.101 2.632 -3.247 -0.18
Mg -0.223 0.537 2.381 0.85
Mg -2.869 1.779 0.309 1.19
O -2.417 0.808 2.295 -0.38
O 0.020 2.425 2.125 -0.58
O 0.110 -0.028 0.518 -0.56
O -1.713 0.405 -0.551 -0.68
O -1.484 3.227 0.842 -0.72
O -1.387 -0.413 3.635 -0.69
C 0.300 4.680 1.468 -1.11
C 2.196 1.864 -0.835 0.17
C -3.812 -0.148 4.012 -1.19
C -0.704 -0.306 -0.416 1.05
C -0.315 -1.329 -1.472 -1.15
C 1.092 -5.313 -2.786 -0.47
C 1.920 -4.450 -1.877 -0.14
C -0.471 3.366 1.511 0.90
C -2.499 0.153 3.357 1.13
C 2.020 1.413 -2.292 -0.16
H 0.310 5.157 0.488 0.33
H 2.597 1.070 -0.205 0.32
H 1.320 2.300 -0.354 -0.35
H 1.513 -3.993 -0.976 0.14
H 1.268 4.404 1.885 0.32
H -1.037 -2.137 -1.348 0.41
H -3.674 -0.267 5.086 0.34
H 0.743 -1.588 -1.501 0.17
H -0.118 5.339 2.229 0.38
H -4.381 -0.982 3.601 0.31
H 2.936 1.234 -2.856 0.41
H -4.490 0.700 3.914 0.34
H -0.552 -0.951 -2.467 0.40
H 2.345 -3.621 -2.443 0.21
H 1.719 -6.016 -3.334 0.35
H 0.427 -6.072 -2.374 0.32
H 1.598 0.415 -2.408 -0.10



No. 5
63
Properties=species:S:1:pos:R:3:mulliken_charge:R:1 method="wB97M-V/def2-TZVPD" multiplicity=1 lumo_energy_ev=3.56 total_charge=-2 orbital_gap_ev=6.37
S -0.756 2.985 1.420 1.27
S 1.095 -0.963 2.659 0.93
S 2.045 -1.129 -2.657 1.23
S -2.999 -1.840 -2.666 0.80
S -2.566 -2.592 -0.269 0.91
S 3.458 -1.656 3.828 0.99
Na -0.608 0.045 -0.971 0.88
F -2.573 -0.863 -5.079 -0.25
F 5.326 -0.014 2.893 -0.24
F -3.797 0.449 -3.795 -0.24
F -2.809 -2.531 2.309 -0.22
F -0.964 -0.536 4.247 -0.25
F 4.739 0.403 4.935 -0.25
F -4.140 -1.184 1.283 -0.28
F -1.655 0.302 -3.520 -0.17
F 5.961 -1.302 4.463 -0.24
F -2.075 -0.691 1.421 -0.09
F 0.194 1.256 3.773 -0.20
F 0.933 -0.138 5.209 -0.23
O -2.185 -2.867 -3.207 -0.62
O -1.663 3.527 2.625 -0.27
O 0.725 -1.661 -2.627 -0.52
O 0.962 1.828 -1.324 -0.95
O 0.480 2.713 1.964 -0.58
O -4.423 -2.034 -2.761 -0.64
O 2.929 -1.815 5.144 -0.62
O -1.514 2.030 0.683 -0.52
O -3.675 -3.453 -0.391 -0.64
O 0.650 -2.295 2.896 -0.72
O 0.681 -0.253 1.484 -0.52
O -1.286 -3.155 -0.061 -0.59
O 2.931 -2.151 -3.501 -0.39
O 4.027 -2.799 3.189 -0.65
O 2.730 -0.902 -1.459 -0.65
N 2.661 -0.691 2.821 -0.18
N -2.467 -1.253 -1.262 -0.26
C 4.938 -0.561 4.048 0.62
C 0.267 -0.025 4.059 0.55
C 2.845 -2.174 -5.915 -1.03
C -0.616 4.499 0.511 -0.93
C -3.533 3.153 4.039 -1.25
C -3.049 3.128 2.635 0.13
C 2.305 -2.762 -4.630 -0.17
C -2.901 -1.676 1.281 0.66
C 2.047 0.321 -3.620 -0.26
C -2.749 -0.397 -3.822 0.60
H 0.076 5.082 1.117 0.35
H 2.593 -3.809 -4.600 0.34
H -0.095 4.264 -0.409 0.23
H 3.024 0.571 -4.008 0.39
H -3.211 2.158 2.165 0.15
H -3.168 2.273 4.574 0.27
H -4.616 3.231 4.095 0.38
H -3.090 3.996 4.575 0.30
H -3.661 3.849 2.063 0.25
H 1.221 -2.692 -4.568 0.22
H -1.579 4.988 0.447 0.28
H 2.102 -2.056 -6.710 0.30
H 3.613 -2.834 -6.329 0.32
H 3.301 -1.197 -5.769 0.29
H 0.639 2.700 -1.548 -0.09
H 1.578 1.055 -2.932 -0.13
H 1.348 0.151 -4.447 0.25



No. 6
32
Properties=species:S:1:pos:R:3:mulliken_charge:R:1 method="wB97M-V/def2-TZVPD" multiplicity=1 lumo_energy_ev=-0.07 total_charge=0 orbital_gap_ev=10.45
F 1.121 2.619 0.806 -0.43
O -4.003 -2.210 -0.008 -0.54
O 1.759 1.033 3.277 -0.46
O -2.202 -1.733 1.659 -0.47
O -0.012 0.663 1.543 -0.14
C -3.100 -1.346 0.532 0.38
C 2.171 -0.957 0.369 -0.53
C 1.449 -2.285 -0.269 -0.85
C 0.562 1.295 0.341 1.03
C 1.591 0.245 -2.004 -1.16
C 0.563 1.384 2.726 0.06
C -1.690 0.422 -1.010 -0.20
C -0.686 1.669 -0.661 -1.05
C -2.956 0.239 0.018 -0.44
C 1.786 0.460 -0.362 0.03
H 0.657 -0.404 -2.278 0.18
H -1.342 2.477 -0.077 0.41
H 0.327 -2.147 -0.570 0.20
H 2.019 -0.975 1.530 0.28
H 1.455 -3.127 0.578 0.28
H 1.578 1.332 -2.465 0.36
H -1.277 -1.649 1.258 0.32
H -1.143 -0.615 -1.065 -0.07
H 2.755 1.152 -0.267 0.32
H 2.595 -0.267 -2.392 0.35
H -0.354 2.216 -1.661 0.27
H -3.936 0.442 -0.624 0.30
H -2.134 0.636 -2.097 0.34
H -0.027 2.301 3.212 0.31
H -2.967 0.972 0.930 0.31
H 3.343 -1.107 0.196 0.32
H 2.100 -2.733 -1.163 0.27